Version w
{"formula": "C22H39N3O7S3Zr", "method": "ωB97M-V/def2-TZVPD", "symbols": ["Zr", "C", "O", "C", "C", "O", "C", "C", "O", "C", "H", "H", "H", "H", "H", "H", "H", "H", "H", "H", "H", "H", "H", "H", "C", "S", "C", "S", "N", "N", "C", "C", "C", "C", "C", "C", "N", "H", "H", "H", "H", "H", "H", "H", "H", "C", "C", "C", "O", "C", "O", "O", "H", "H", "H", "H", "H", "H", "H", "C", "C", "S", "O", "C", "C", "H", "H", "H", "H", "H", "H", "H", "H", "H", "H"], "positions_angstrom": [[-0.745, 0.596, 0.339], [1.998, -0.156, -2.962], [1.214, 0.759, -2.209], [1.149, 2.040, -2.818], [-0.152, 2.646, -2.357], [-0.238, 2.532, -0.918], [0.392, 3.616, -0.211], [1.545, 3.055, 0.569], [1.104, 1.822, 1.163], [2.002, 1.442, 2.225], [1.610, -0.264, -3.978], [1.958, -1.124, -2.464], [3.042, 0.167, -3.022], [1.150, 1.958, -3.910], [2.013, 2.647, -2.523], [-1.004, 2.114, -2.765], [-0.244, 3.693, -2.640], [-0.356, 4.040, 0.455], [0.730, 4.374, -0.914], [1.845, 3.751, 1.354], [2.408, 2.833, -0.066], [1.919, 2.156, 3.042], [3.022, 1.430, 1.837], [1.717, 0.456, 2.571], [-2.149, 5.242, 2.765], [-1.000, 4.165, 3.644], [-1.230, 2.618, 2.880], [-2.153, 2.432, 1.409], [-0.661, 1.609, 3.446], [-0.872, 0.462, 2.696], [-1.355, -0.527, 3.334], [-1.803, -1.675, 2.561], [-2.312, -2.799, 3.184], [-2.754, -3.859, 2.404], [-2.655, -3.740, 1.031], [-2.145, -2.568, 0.488], [-1.733, -1.536, 1.222], [-2.068, 6.200, 3.277], [-1.883, 5.371, 1.719], [-3.168, 4.878, 2.856], [-1.513, -0.464, 4.407], [-2.366, -2.833, 4.264], [-3.165, -4.749, 2.861], [-2.985, -4.531, 0.372], [-2.076, -2.444, -0.578], [-3.063, -1.828, -2.814], [-2.005, -0.733, -2.743], [-1.421, -0.443, -4.112], [-0.939, -1.072, -1.802], [-2.622, 0.526, -2.126], [-3.204, 1.343, -2.781], [-2.405, 0.591, -0.823], [-2.607, -2.780, -3.098], [-3.797, -1.568, -3.575], [-3.594, -1.943, -1.870], [-0.991, -1.349, -4.544], [-0.654, 0.328, -4.049], [-2.206, -0.086, -4.774], [-0.341, -1.705, -2.214], [1.090, -3.932, 1.713], [2.199, -2.902, 1.579], [1.933, -1.851, 0.146], [0.909, -0.802, 0.587], [3.508, -0.968, 0.140], [4.592, -1.773, -0.563], [1.315, -4.599, 2.544], [1.003, -4.538, 0.812], [0.132, -3.457, 1.913], [3.168, -3.374, 1.403], [2.286, -2.243, 2.445], [3.761, -0.737, 1.175], [3.281, -0.038, -0.386], [4.841, -2.685, -0.021], [5.500, -1.175, -0.623], [4.299, -2.042, -1.578]], "homo_ev": -13.667, "homo_lumo_gap_ev": 7.25, "lumo_ha": -0.236, "charge": 2}


Version x
{"formula": "C22H39N3O7S3Zr", "method": "ωB97M-V/def2-TZVPD", "symbols": ["Zr", "C", "O", "C", "C", "O", "C", "C", "O", "C", "H", "H", "H", "H", "H", "H", "H", "H", "H", "H", "H", "H", "H", "H", "C", "S", "C", "S", "N", "N", "C", "C", "C", "C", "C", "C", "N", "H", "H", "H", "H", "H", "H", "H", "H", "C", "C", "C", "O", "C", "O", "O", "H", "H", "H", "H", "H", "H", "H", "C", "C", "S", "O", "C", "C", "H", "H", "H", "H", "H", "H", "H", "H", "H", "H"], "positions_angstrom": [[0.648, 0.167, 0.085], [-1.179, 2.416, 1.994], [0.055, 1.715, 1.846], [0.830, 1.831, 3.038], [2.241, 1.319, 2.725], [2.199, 0.186, 1.849], [2.301, -1.077, 2.515], [1.005, -1.448, 3.243], [-0.104, -1.257, 2.360], [-0.852, -2.467, 2.201], [-1.001, 3.478, 2.196], [-1.718, 2.314, 1.054], [-1.768, 1.978, 2.806], [0.888, 2.885, 3.345], [0.342, 1.259, 3.839], [2.796, 2.102, 2.194], [2.777, 1.079, 3.650], [2.483, -1.801, 1.713], [3.147, -1.071, 3.213], [1.075, -2.493, 3.561], [0.851, -0.831, 4.137], [-0.222, -3.280, 1.827], [-1.296, -2.764, 3.157], [-1.640, -2.272, 1.477], [-1.413, 4.971, -2.303], [-0.546, 4.914, -0.707], [0.198, 3.338, -0.768], [-0.451, 2.046, -1.681], [1.329, 3.204, -0.122], [1.898, 1.989, -0.231], [3.186, 1.943, -0.360], [3.788, 0.687, -0.719], [5.166, 0.582, -0.936], [5.666, -0.573, -1.510], [4.776, -1.591, -1.822], [3.434, -1.433, -1.499], [2.921, -0.325, -0.966], [-2.226, 5.680, -2.203], [-0.713, 5.314, -3.060], [-1.786, 3.983, -2.551], [3.778, 2.855, -0.350], [5.812, 1.410, -0.685], [6.719, -0.673, -1.717], [5.115, -2.491, -2.307], [2.754, -2.252, -1.681], [0.573, -2.676, -3.348], [-0.099, -2.247, -2.047], [-1.483, -2.897, -1.960], [-0.151, -0.801, -1.938], [0.690, -2.704, -0.788], [1.004, -3.858, -0.635], [0.928, -1.750, 0.052], [-0.135, -2.622, -4.173], [0.900, -3.710, -3.256], [1.433, -2.049, -3.579], [-2.138, -2.537, -2.752], [-1.951, -2.718, -0.994], [-1.356, -3.972, -2.073], [-0.465, -0.459, -2.792], [-3.513, 0.653, -2.496], [-3.647, 0.886, -1.001], [-2.813, -0.456, -0.046], [-1.429, 0.103, 0.307], [-3.767, -0.294, 1.527], [-4.853, -1.355, 1.550], [-4.115, 1.387, -3.027], [-3.869, -0.338, -2.764], [-2.482, 0.773, -2.824], [-4.695, 0.875, -0.711], [-3.187, 1.828, -0.703], [-4.185, 0.706, 1.600], [-3.047, -0.442, 2.330], [-5.537, -1.240, 0.714], [-5.441, -1.274, 2.461], [-4.434, -2.357, 1.516]], "homo_ev": -13.535, "homo_lumo_gap_ev": 7.03, "lumo_ha": -0.239, "charge": 2}


The structure with the greatest stability is version w.


Version w
{"formula": "C2H3ClS", "method": "ωB97M-V/def2-TZVPD", "symbols": ["C", "C", "S", "Cl", "H", "H", "H"], "positions_angstrom": [[1.222, -0.467, 0.742], [0.661, -1.775, 0.985], [1.998, -1.799, -0.163], [-3.273, 0.086, -0.321], [0.805, 0.337, 0.165], [1.709, -0.126, 1.652], [-1.913, -0.109, -0.308]], "homo_ev": -9.873, "homo_lumo_gap_ev": 9.14, "lumo_ha": -0.027}


Version x
{"formula": "C2H3ClS", "method": "ωB97M-V/def2-TZVPD", "symbols": ["C", "C", "S", "Cl", "H", "H", "H"], "positions_angstrom": [[-0.860, 0.431, -0.291], [0.611, -0.238, 0.431], [-2.196, -0.460, -0.579], [1.923, 0.069, -0.673], [-0.920, 1.524, -0.515], [0.844, 0.043, 1.433], [0.598, -1.369, 0.194]], "homo_ev": -9.060, "homo_lumo_gap_ev": 8.45, "lumo_ha": -0.022, "smiles": "S=CCCl"}


The structure with the greatest stability is version x.


Version w
{"formula": "C4H9O", "method": "ωB97M-V/def2-TZVPD", "symbols": ["C", "C", "H", "H", "H", "H", "C", "O", "C", "H", "H", "H", "H", "H"], "positions_angstrom": [[-3.151, 0.184, -1.571], [-2.088, 0.483, -0.769], [-4.088, 0.727, -1.583], [-3.095, -0.669, -2.248], [-2.063, 1.356, -0.113], [-1.213, -0.144, -0.823], [1.254, -0.499, 1.145], [0.489, -0.832, 0.092], [2.670, 0.003, 0.663], [1.424, -1.350, 1.872], [0.829, 0.323, 1.735], [3.241, 0.453, 1.523], [2.596, 0.781, -0.091], [3.196, -0.815, 0.168]], "homo_ev": -2.306, "homo_lumo_gap_ev": 6.48, "lumo_ha": 0.153, "charge": -1}


Version x
{"formula": "C4H9O", "method": "ωB97M-V/def2-TZVPD", "symbols": ["C", "O", "C", "C", "C", "H", "H", "H", "H", "H", "H", "H", "H", "H"], "positions_angstrom": [[0.362, 0.000, 0.933], [-0.177, 0.985, 1.613], [-0.219, -1.461, 0.696], [-0.373, -0.435, -0.364], [0.447, -0.200, -1.655], [1.454, -0.124, 0.760], [-1.110, 4.629, -3.031], [-1.110, -1.721, 1.268], [0.508, -2.269, 0.667], [-0.472, 4.342, -3.203], [-1.357, -0.004, -0.485], [-0.204, -0.094, -2.535], [1.208, -0.958, -1.845], [0.873, 0.808, -1.589]], "homo_ev": -1.471, "homo_lumo_gap_ev": 5.87, "lumo_ha": 0.162, "charge": -1}


The structure with the greatest stability is version w.


Version w
{"formula": "CH2N2OS2", "method": "ωB97M-V/def2-TZVPD", "symbols": ["C", "N", "N", "O", "S", "S", "H", "H"], "positions_angstrom": [[-0.295, 0.538, 0.551], [0.253, -1.263, -1.544], [-0.130, -0.741, 0.196], [0.429, -2.365, -1.512], [-0.313, 1.114, 2.142], [-0.213, 1.699, -0.801], [0.029, -1.491, 0.903], [0.241, 2.509, 0.065]], "homo_ev": -8.324, "homo_lumo_gap_ev": 6.73, "lumo_ha": -0.059}


Version x
{"formula": "CH2N2OS2", "method": "ωB97M-V/def2-TZVPD", "symbols": ["C", "N", "N", "O", "S", "S", "H", "H"], "positions_angstrom": [[-2.342, 0.902, -0.239], [-3.014, 1.805, 0.060], [1.614, 0.138, 0.021], [0.955, -2.314, 0.276], [-1.475, -0.478, -0.385], [1.163, -1.255, -0.662], [1.882, 0.176, 1.092], [1.218, 1.027, -0.163]], "homo_ev": [-9.275, -8.773], "homo_lumo_gap_ev": [7.17, 5.85], "lumo_ha": [-0.077, -0.107]}


The structure with the greatest stability is version x.


Version w
{"formula": "CH2N2OS2", "method": "ωB97M-V/def2-TZVPD", "symbols": ["C", "N", "N", "O", "S", "S", "H", "H"], "positions_angstrom": [[-0.133, 0.097, 1.712], [0.705, -0.840, 1.698], [1.399, -1.727, 1.810], [0.002, 1.422, -2.042], [-1.378, -0.264, -3.850], [0.056, 0.102, -2.647], [-0.349, 0.684, 0.709], [-0.303, 0.526, 2.609]], "homo_ev": -8.746, "homo_lumo_gap_ev": 6.63, "lumo_ha": -0.078}


Version x
{"formula": "CH2N2OS2", "method": "ωB97M-V/def2-TZVPD", "symbols": ["C", "N", "N", "O", "S", "S", "H", "H"], "positions_angstrom": [[-0.345, -1.353, 0.360], [1.816, -0.658, 0.986], [0.743, 0.984, -0.709], [-1.058, 1.002, 1.288], [2.103, 0.484, 0.061], [-0.959, 0.387, -0.039], [-0.898, -1.487, 1.285], [0.806, 1.824, -1.270]], "homo_ev": [-8.925, -8.923], "homo_lumo_gap_ev": [7.92, 7.92], "lumo_ha": [-0.037, -0.037]}


The structure with the greatest stability is version w.